Density functional theory data (ωB97M-V/def2-TZVPD) for a single C3H3FN2S molecule at a distorted geometry.

Properties
- ΔE to the lowest compared entry with this formula, charge and spin (eV) = 3.282
- LUMO (eV) = 0.26
- HOMO-LUMO gap (eV) = 9.28
- SMILES = FNc1nccs1

```
10
C3H3FN2S (ωB97M-V/def2-TZVPD)
F 2.89 -0.56 -0.44
N 1.55 -1.04 -0.93
C 0.54 -0.36 -0.26
N 0.38 -0.03 0.97
C -0.85 0.47 1.25
C -1.74 0.66 0.20
S -0.93 0.09 -1.23
H 1.74 -0.83 -2.05
H -0.82 0.77 2.32
H -2.78 0.84 0.18
```

Mulliken population analysis, charges in e, atoms 1 to 6: atom 1 (F): -0.23, atom 2 (N): -0.21, atom 3 (C): 0.53, atom 4 (N): -0.47, atom 5 (C): -0.32, atom 6 (C): -0.30